[1]
# C7H16N3O2

A structure of composition C7H16N3O2 (ωB97M-V/def2-TZVPD, the Open Molecules 2025 dataset).

- multiplicity = 1
- total charge = +1
- E_HOMO (eV) = -13.4

Geometry as XYZ:
```
28
Properties=species:S:1:pos:R:3:mulliken_charge:R:1
C 1.808 0.085 0.045 0.513
C -0.288 1.025 -0.768 -0.777
C -0.536 -1.262 -0.052 -0.255
C 1.328 2.571 0.179 -1.096
C 1.912 -2.417 -0.305 -0.824
C -1.176 0.527 1.531 -0.800
C -2.492 0.065 -0.363 -1.068
N 0.993 1.219 -0.204 0.066
N 1.260 -1.059 -0.457 -0.096
N -1.128 0.082 0.130 0.134
O 2.928 0.146 0.561 -0.623
O -1.056 -1.834 -1.256 -0.430
H -0.831 1.942 -0.850 0.543
H -0.193 0.535 -1.735 0.324
H -0.453 -1.807 0.780 0.577
H 0.633 3.108 0.846 0.313
H 2.167 2.610 0.790 0.420
H 1.531 3.053 -0.748 0.385
H 1.374 -3.263 -0.877 0.240
H 2.916 -2.484 -0.801 0.331
H 2.141 -2.687 0.715 0.358
H -1.556 1.611 1.737 0.293
H -1.903 -0.115 2.026 0.384
H -0.151 0.597 1.897 0.386
H -3.070 -0.569 0.338 0.376
H -2.882 1.025 -0.231 0.520
H -2.639 -0.111 -1.369 0.406
H -0.639 -2.592 -1.559 0.401
```



[2]
# C3H6FN3

The molecule C3H6FN3 (ωB97M-V/def2-TZVPD, the Open Molecules 2025 dataset).

- SMILES = [H]/N=C\N(N)/C=C\F
- multiplicity = 1
- total charge = 0
- E_HOMO (eV) = -8.6

Geometry as XYZ:
```
13
Properties=species:S:1:pos:R:3:mulliken_charge:R:1
H 1.499 -1.005 0.344 0.379
N 1.958 -0.346 -0.311 -0.764
C 1.145 0.528 -0.751 0.024
N -0.216 0.739 -0.507 0.167
N -0.837 1.812 -1.153 -0.793
C -1.090 0.012 0.308 -0.182
C -0.975 -1.057 1.096 -0.206
F 0.131 -1.789 1.343 -0.266
H 1.481 1.281 -1.442 0.431
H -0.746 1.706 -2.176 0.267
H -0.367 2.689 -0.886 0.266
H -2.058 0.464 0.275 0.328
H -1.796 -1.373 1.671 0.348
```



[3]
# C4H7NO

The molecule C4H7NO (ωB97M-V/def2-TZVPD, the Open Molecules 2025 dataset).

- SMILES = [O-]C1=CCC[NH2+]1
- multiplicity = 1
- total charge = 0
- E_HOMO (eV) = -7.6

Geometry as XYZ:
```
13
Properties=species:S:1:pos:R:3:mulliken_charge:R:1
O 2.073 0.649 -1.470 -0.589
C 1.250 0.065 -0.825 0.551
C 0.662 -1.084 -0.400 -0.765
C -0.743 -0.935 0.153 -0.423
C -0.949 0.589 0.321 -0.456
N 0.426 1.069 0.397 -0.387
H 1.073 -2.034 -0.697 0.351
H -1.475 -1.322 -0.565 0.271
H -0.925 -1.457 1.103 0.280
H -1.426 1.038 -0.558 0.292
H -1.525 0.862 1.211 0.294
H 0.929 0.488 1.072 0.331
H 0.619 2.066 0.403 0.249
```



In the order shown, the computed lowest unoccupied orbital energy values come out to -2.8, 0.8, 0.7 eV.
In the order shown, the computed E values come out to -590.7320, -381.9658, -286.5449 Ha.
In the order shown, the computed energy above the lowest of the compared OMol25 structures with the same formula, charge and spin values come out to 54.4, 41.4, 54.4 kcal per mole.